Here is Cl3NO15Tl as an isolated structure at a distorted geometry from the OMol25 dataset. Energies are from the ωB97M-V functional and the def2-TZVPD basis.

LUMO energy ... -4.43 eV
Net charge ... -1
Total energy ... -74429.5490 eV
Energy relative to the best compared isomer or geometry (same formula, charge and spin) ... 22.5 kcal/mol
Spin multiplicity ... 1

Element x y z (Å)
O (-7.47526, 15.17933, 10.42003)
O (-11.94835, 14.10019, 4.41165)
O (-15.89334, 12.58973, 9.48561)
O (-14.51501, 13.40965, 8.17792)
O (-11.47665, 13.98785, 1.98431)
O (-6.89808, 17.45974, 11.24495)
O (-10.40442, 15.67672, 3.30192)
O (-13.90580, 11.73547, 9.36748)
O (-11.05048, 13.65409, 7.22740)
O (-10.48214, 15.15064, 8.92978)
N (-14.76492, 12.57386, 9.00994)
Cl (-10.95244, 14.29514, 3.34236)
O (-7.41938, 17.15250, 9.22326)
Cl (-7.75707, 16.61201, 10.55012)
O (-11.32968, 12.97927, 9.33286)
Cl (-10.45810, 13.84309, 8.54311)
O (-9.11604, 16.84643, 10.94716)
Tl (-11.37836, 10.08175, 8.77601)
O (-9.83116, 13.51957, 3.84830)
O (-9.10195, 13.32326, 8.49319)

Löwdin population analysis, charges in e, atoms 1 to 4: O -0.299; O -0.295; O 0.070; O 0.121

Here is C18H29ClNO4P2Pd as an isolated structure at a distorted geometry from the OMol25 dataset. Energies are from the ωB97M-V functional and the def2-TZVPD basis.

LUMO energy (alpha / beta) ... -3.08 / -6.93 eV
Net charge ... +1
Total energy ... -63383.3479 eV
Spin multiplicity ... 5

Element x y z (Å)
H (-0.57646, -1.68166, -2.89201)
Cl (0.61566, -2.00374, 8.49006)
C (-1.18460, -0.46911, 5.28054)
O (-1.68560, 0.13891, 2.53604)
H (3.38071, 0.26801, -0.54774)
O (0.26225, -2.39817, -3.41017)
C (-0.75081, 1.03453, -4.20429)
H (-3.39312, 0.52564, -0.79789)
H (-2.39290, -0.89059, -3.17259)
C (-0.89341, -0.81788, 6.60647)
H (3.40687, 0.26764, 1.22937)
C (-0.64202, -0.47441, 2.80416)
C (0.02934, 2.13721, -4.47642)
H (2.99194, -1.89207, -2.80275)
C (3.26259, 0.90440, 0.34342)
H (-1.52110, -3.05660, 0.51236)
H (2.41748, 3.32947, 1.92986)
H (1.46053, -1.94414, 3.70197)
C (1.58181, 2.61571, 1.91641)
C (1.52821, 2.73395, -1.04786)
H (2.03710, -1.78899, -1.19812)
H (0.02069, -2.16968, -4.35943)
C (1.11280, -1.99411, 5.82494)
Pd (0.12501, -0.03195, 0.03673)
H (1.51055, 3.51097, -3.62551)
H (0.05071, 2.60085, -5.45980)
H (2.56043, 2.93769, -1.39336)
C (-0.34247, -0.87717, 4.23798)
C (0.70745, 2.13701, -2.17756)
N (-0.02298, 1.04555, -1.92035)
O (2.23197, -1.38578, -2.43545)
H (-2.64987, -3.35393, -0.85344)
C (-1.68063, -2.91444, -0.56837)
O (0.27996, -0.82838, 1.94732)
H (-1.40375, 0.59801, -4.95350)
C (-1.46130, -0.74955, -2.62357)
P (1.56749, 1.62275, 0.41317)
H (1.99356, -2.58372, 6.06620)
C (0.79695, 2.69294, -3.46270)
H (-4.02965, -1.15153, -0.48874)
H (-2.06389, 0.12235, 5.01015)
C (0.79994, -1.63128, 4.51113)
H (1.27256, -1.86673, -3.06542)
H (4.05591, 1.67290, 0.35421)
H (-0.86943, -3.41860, -1.11691)
C (0.26356, -1.58294, 6.87064)
H (1.64165, -1.69103, -0.31855)
H (1.07938, 3.67782, -0.67883)
H (0.61902, 3.13900, 1.95467)
H (-0.15173, 1.56932, 0.52590)
H (-1.55533, -0.49308, 7.40929)
C (-3.21102, -0.43885, -0.28867)
C (-0.76221, 0.50320, -2.91171)
P (-1.66284, -1.12608, -0.87348)
H (1.66361, 1.92227, 2.76205)
H (-3.04580, -0.26015, 0.79271)

Löwdin population analysis, charges in e, atoms 1 to 4: H 0.044; Cl 0.699; C -0.014; O -0.008

Here is a 13-piece molecular cluster, C26H78O26 overall at a distorted geometry from the OMol25 dataset. Energies are from the ωB97M-V functional and the def2-TZVPD basis.

LUMO energy ... -0.11 eV
Total energy ... -81437.0019 eV
Energy relative to the best compared isomer or geometry (same formula, charge and spin) ... 465.0 kcal/mol
Spin multiplicity ... 1

Element x y z (Å)
H (-2.44848, -0.29086, -1.04532)
H (-0.07563, 1.53114, -0.52328)
H (0.28835, -0.28333, -4.26656)
C (5.07086, -2.64176, -1.67651)
O (5.07030, 3.69562, -0.07304)
O (0.06068, -3.30429, -2.25038)
H (1.19764, -4.32948, 2.59137)
H (-1.51666, -1.46636, 4.49665)
H (1.07011, 0.47429, 0.87183)
H (4.52408, 2.41137, -1.35085)
O (1.37390, -3.66789, 0.64019)
H (-3.44590, -3.23098, 3.76753)
H (-6.81950, 2.00633, 2.12032)
H (3.73682, 1.66105, 1.04597)
H (-4.37585, -2.74887, -2.31149)
H (6.01860, 1.82509, -0.03659)
H (4.90420, -1.21733, -0.13309)
O (-0.19809, 5.20590, 1.34690)
O (-3.97197, -4.75671, -3.71206)
H (0.42346, 0.63436, 6.72847)
H (4.97080, 4.20203, 0.63926)
O (3.16724, -2.78416, 3.72717)
O (1.26481, 1.67288, 5.18915)
H (-0.25708, -0.32977, -1.39546)
H (2.74514, 4.12773, -1.77142)
H (3.37577, 3.87280, -3.56464)
C (0.93474, -4.20292, -2.88681)
H (1.45414, 1.96859, 3.25478)
C (-1.22532, 0.07707, 0.37836)
H (1.67075, -3.56291, -3.20031)
H (-4.73640, -5.28908, -3.13424)
H (0.15357, 5.79021, 1.77314)
H (-3.39728, 2.93944, 4.59377)
C (0.66739, 4.06226, 1.21753)
O (-0.56064, 1.70088, -4.18700)
H (-2.39390, -0.20766, -4.68874)
H (-1.47460, 3.16113, -1.80205)
O (6.35098, -2.15461, -2.05633)
O (-2.44831, 0.38929, -0.34361)
H (-2.36135, -3.08316, -0.57595)
H (0.22150, -3.95116, -4.87861)
C (1.87489, -3.87897, 1.98415)
H (2.06404, 1.99149, 5.26402)
H (6.62700, 2.80825, 1.13539)
O (1.11614, 0.03430, 0.18779)
C (4.62973, 1.96847, 1.47531)
C (2.30855, -2.53990, 2.63161)
O (-1.36886, 5.05407, -1.02803)
H (-1.12744, 4.89724, -0.17347)
H (-1.19903, 0.68976, 5.01950)
C (-3.62442, 4.01713, -1.62229)
H (-4.08902, -1.15679, 4.50842)
H (-1.29461, 0.83382, 1.37042)
C (0.27311, -4.81669, -4.11395)
C (-3.67863, -3.26506, -1.82634)
H (2.82860, -2.03802, 1.67790)
C (0.36003, 3.14212, 2.30731)
H (-1.39117, -0.87517, 0.96290)
C (3.03474, 1.99836, -2.52539)
H (1.72444, -5.92828, -3.94352)
C (4.28551, -1.43770, -0.98126)
H (4.42172, -0.62963, -1.69679)
C (5.59784, 2.62551, 0.61443)
H (0.20606, 1.86959, -3.78625)
H (-4.10904, -3.89439, -1.25985)
H (-3.44854, 4.44347, -2.58280)
H (2.54572, 1.70022, -1.60216)
H (5.58551, 1.06269, 2.81652)
O (1.04721, -5.76118, -4.69214)
O (3.00073, -1.68386, -0.73025)
H (-4.26430, 4.67629, -0.89261)
O (-0.65828, -1.33373, 4.93281)
H (2.83461, -4.51120, 1.97112)
H (-4.30617, 1.09542, 3.35338)
H (1.15730, 4.71161, -3.12853)
H (-2.18368, -3.57399, -3.35246)
C (-0.02587, 0.37346, -0.54781)
H (1.36034, -5.02310, -2.20257)
O (-4.07866, 2.72440, -1.71487)
C (-4.35505, -2.08883, 2.14454)
O (-2.97304, -2.53722, -0.93763)
O (5.15161, 0.77568, 2.04332)
H (-3.84994, -1.36669, 1.52546)
O (4.31623, 1.89486, -2.19791)
H (1.70722, 4.16068, 1.28429)
H (2.72684, -0.81522, -0.30403)
O (1.36239, 3.55130, -3.21197)
H (-2.22481, -2.62579, 3.22741)
C (-0.28022, 0.48219, -4.92661)
H (-0.74205, -5.21614, -3.89899)
H (2.49378, -2.78627, 4.43654)
O (-6.19522, 1.66089, 1.68692)
O (1.46168, 2.16223, 2.36547)
C (-3.24889, -2.44880, 3.29209)
C (-1.55691, -0.07860, -5.48200)
C (-0.32713, 0.05843, 4.72679)
C (2.73954, 3.42938, -2.75513)
H (-0.15462, 0.35334, 3.85329)
H (-2.14454, -1.36871, -6.64349)
C (-4.95852, 2.39006, 1.81859)
H (-4.05409, -3.38971, 0.56875)
H (-0.63695, 2.70027, 2.18814)
H (-5.15942, -1.70782, 2.74243)
H (-2.14182, 3.24498, -0.21410)
H (4.62083, -2.88740, -2.63501)
H (0.39900, 3.45146, 3.38821)
H (4.19550, 2.69642, 2.24223)
C (-3.04824, -4.22656, -2.75999)
H (-3.45505, 2.16160, -1.20627)
C (-4.58663, 2.08615, 3.27337)
O (-3.22866, -1.29780, 4.17294)
C (-2.12718, 3.88573, -1.10213)
H (-2.01533, 0.77019, -6.21466)
H (2.90747, 1.31190, -3.34921)
O (-4.59469, -3.22630, 1.38957)
H (0.49295, -3.16890, -1.55237)
O (-3.56411, 2.95893, 3.63311)
H (2.11970, -3.40479, 0.13120)
C (0.74471, 0.47127, 5.75526)
H (1.51408, -0.49567, 5.58753)
O (-1.45591, -1.33608, -6.14256)
H (5.25731, -3.34028, -0.93700)
H (-2.34473, -4.88965, -2.20918)
H (1.56810, -1.83821, 2.57395)
H (0.49244, 3.47885, 0.11895)
H (6.44201, -2.14286, -2.98944)
H (-5.20766, 2.39972, 4.10018)
H (0.32372, 0.56233, -5.74797)
H (-5.28464, 3.32561, 1.52631)
H (-4.16600, 1.98368, 1.29318)

Löwdin population analysis, charges in e, atoms 1 to 4: H 0.077; H 0.133; H 0.145; C -0.185

Here is C12H17AsBMnN7OS4 as an isolated structure at a distorted geometry from the OMol25 dataset. Energies are from the ωB97M-V functional and the def2-TZVPD basis.

LUMO energy (alpha / beta) ... 4.53 / 4.54 eV
Net charge ... -2
Total energy ... -161377.1935 eV
Spin multiplicity ... 2

Element x y z (Å)
S (-0.44664, -4.63765, 1.91284)
H (0.54067, 4.53518, 2.89481)
H (-4.73992, 0.46464, 1.81768)
H (4.59726, -1.96804, -0.11550)
S (2.45972, -5.19596, -0.22178)
H (2.37593, 0.28731, -2.81898)
C (4.29567, -1.96059, -1.16199)
As (0.53955, -4.29700, 0.07300)
C (-2.55697, 1.65615, -2.05811)
N (-2.00136, 1.32630, -0.88848)
C (0.77416, 2.52075, 1.93809)
N (-1.24263, 2.39370, 1.22622)
C (-3.55969, -1.37189, 2.36801)
C (0.12927, 3.71205, 2.33304)
S (0.40922, -2.21618, -0.71207)
H (-0.19961, -0.49854, -2.73769)
Mn (0.18382, -0.26787, 0.59261)
C (3.02035, -0.58648, -2.78300)
H (3.25291, -0.49140, 0.57878)
C (-0.92132, 0.21888, -2.37548)
O (2.00652, 0.68692, -0.49414)
N (-1.00736, 0.43961, -1.07124)
C (-1.88682, 0.97541, -3.06133)
N (-0.06157, 1.74430, 1.27699)
N (-1.68409, -0.53272, 1.48108)
H (-3.41197, 2.38903, 0.54866)
H (3.71087, -2.86383, -1.33257)
N (3.50026, -0.76689, -1.42805)
H (-2.02914, 4.22138, 1.92284)
C (2.89054, -0.17091, -0.40298)
C (-2.18948, -1.58267, 2.09646)
S (1.33143, -0.82507, 2.27947)
H (-1.54217, -2.43004, 2.29687)
C (-3.82850, -0.11838, 1.85236)
H (-3.38854, 2.34403, -2.08876)
B (-2.42524, 1.67641, 0.56453)
H (-4.24582, -2.04423, 2.85957)
H (5.18941, -1.95725, -1.79398)
H (-2.07545, 1.00654, -4.12197)
H (2.44596, -1.46335, -3.08929)
C (-1.16464, 3.57502, 1.85931)
H (1.77363, 2.15671, 2.11904)
H (3.87358, -0.44636, -3.45249)
N (-2.69180, 0.36299, 1.31760)

Löwdin population analysis, charges in e, atoms 1 to 4: S -0.197; H 0.071; H 0.103; H 0.088

Here is a 8-piece molecular cluster, C20H52F6N2O7P overall at a distorted geometry from the OMol25 dataset. Energies are from the ωB97M-V functional and the def2-TZVPD basis.

LUMO energy ... 2.27 eV
Net charge ... -1
Total energy ... -64495.5715 eV
Energy relative to the best compared isomer or geometry (same formula, charge and spin) ... 0.0 kcal/mol
Spin multiplicity ... 1

Element x y z (Å)
H (-1.07838, -0.25622, 1.65633)
O (1.01606, 2.80587, -0.13641)
H (-4.33923, 2.94861, 2.50919)
C (1.60914, -0.11873, 6.47138)
C (2.68927, 0.36876, -5.23528)
C (-2.14261, 2.90908, 0.64140)
H (-6.74099, 1.92585, 0.09225)
H (2.83722, -0.28129, -6.10848)
H (1.77383, 0.91210, -5.46489)
F (3.00523, -2.18971, 0.61454)
H (3.92528, -1.72277, -2.69435)
H (4.57040, -0.28528, -3.29193)
H (1.89474, 2.47602, 0.10646)
H (4.26616, -4.00433, 1.17836)
F (3.13946, -2.07757, 2.85192)
H (2.21585, 0.02066, -1.85531)
C (-2.39888, 1.47236, 1.18055)
C (-4.90331, 0.88384, 0.74369)
H (4.29666, -1.60689, -4.44127)
H (-6.09294, 1.32103, 2.50481)
O (1.84030, -2.45918, -5.21227)
C (0.09213, -1.35834, -4.05998)
F (4.12106, -0.40079, 1.69767)
H (-3.04426, 3.46984, 0.38717)
C (3.14730, -0.29048, 6.39871)
C (-0.63962, -2.63380, -3.67498)
H (-6.63580, -0.35277, 0.50495)
H (0.14175, -0.23748, -5.98675)
H (1.05861, -0.93990, 6.01097)
H (1.36735, 0.86723, 6.08795)
H (1.97668, -3.22951, 2.77297)
C (0.62760, 0.92368, -3.00232)
H (-2.47736, 0.58556, 3.10875)
H (1.32404, -0.23039, 7.52404)
H (3.80460, 1.43733, 1.80433)
H (3.59764, 0.11158, 7.31025)
H (-0.31344, 1.21790, 1.62194)
H (-1.64135, 3.50763, 1.40493)
F (1.10388, -1.54078, 1.83698)
H (-5.61699, -0.34403, -0.86916)
H (-1.24413, 0.06355, -3.15096)
O (4.98843, -4.63651, 1.29587)
F (2.23172, -0.13516, 0.40251)
H (3.49988, 0.13314, 4.54461)
H (-2.07910, 2.24384, 3.17454)
H (3.41008, -1.34596, 6.28152)
H (0.43036, 1.51781, -2.10393)
C (-0.23015, -0.30890, -2.97482)
N (-3.49199, 0.88339, 0.40775)
C (-4.19725, 1.93973, 2.90742)
H (-1.49163, -0.32964, -5.26652)
N (1.53925, -1.57177, -4.14827)
H (-5.61454, 2.93123, 0.79449)
P (2.61760, -1.01702, 1.69694)
F (2.29891, 0.07399, 2.84933)
C (-0.54835, -0.84924, -5.39694)
H (-3.46892, 1.38738, -1.36580)
H (-0.23423, -3.19249, -2.82108)
C (-5.58160, -0.38805, 0.22570)
C (-1.09111, 0.67254, 1.08100)
H (-0.79551, 0.40912, 0.06538)
H (1.76532, -1.88647, -5.99565)
H (1.58980, -4.08006, 4.00182)
H (0.52191, 1.61904, -3.83681)
C (-5.10601, 0.90859, 2.27200)
H (4.74515, -5.13139, 2.08362)
H (-0.19587, -0.79963, -2.00183)
H (-5.07625, -1.33401, 0.41152)
H (2.65723, 1.39100, -2.82306)
H (-0.30726, -3.40056, -4.39050)
H (-4.91898, -0.03637, 2.77907)
H (3.54351, 1.04250, -5.22365)
H (3.67923, 2.71602, 2.63552)
C (2.51970, -0.49441, -3.98239)
C (-2.76111, 1.55027, 2.67637)
H (-5.46008, 2.45864, -0.90273)
C (2.07262, 0.46569, -2.84215)
C (3.88028, -1.08537, -3.57731)
O (-3.21266, 0.55807, -0.92859)
O (3.69021, 0.54977, 5.39675)
H (-1.48395, 2.85163, -0.22410)
H (-0.62358, -1.69910, -6.08412)
C (-5.65437, 2.08247, 0.10221)
H (-4.43110, 1.97817, 3.97577)
H (0.47595, 2.01414, -0.24370)
H (-1.71924, -2.62372, -3.55653)
O (3.88699, 2.40607, 1.74870)
O (1.59778, -4.10666, 3.04189)

Löwdin population analysis, charges in e, atoms 1 to 4: H 0.081; O -0.068; H 0.107; C -0.084

Here is the molecule C4H6N2O6 at a distorted geometry from the OMol25 dataset. Energies are from the ωB97M-V functional and the def2-TZVPD basis.

LUMO energy (alpha / beta) ... -1.28 / -1.28 eV
Total energy ... -19502.1063 eV
Energy relative to the best compared isomer or geometry (same formula, charge and spin) ... 63.2 kcal/mol
Spin multiplicity ... 1

Element x y z (Å)
C (-2.60539, 0.05906, 0.27188)
O (-0.90254, -1.34845, 0.43349)
H (1.29672, -0.71224, 1.78022)
C (-0.00903, 0.01781, -1.81179)
N (-2.27518, -1.20150, 0.03275)
C (0.45183, -0.00604, 1.83602)
H (-0.06724, -0.06334, 2.71836)
H (-0.82614, 0.75286, -1.71496)
H (0.70277, 1.04222, 1.95396)
O (-3.97112, 1.82225, -0.03598)
H (-0.40891, -0.93238, -2.01247)
H (0.88903, 0.32199, -2.39330)
O (-1.41142, 0.75672, 0.58864)
O (-4.74866, -0.21554, 0.05103)
C (-0.26047, -0.13938, 0.56004)
O (-2.90811, -2.17349, -0.32910)
O (0.55110, 0.02746, -0.50921)
N (-3.86667, 0.59479, 0.07919)

Löwdin population analysis, charges in e, atoms 1 to 4: C -0.121; O 0.125; H 0.126; C -0.008